7
Properties=species:S:1:pos:R:3:forces:R:3 method="wB97M-V/def2-TZVPD" fmax_ev_per_a=2.9 charge=-1 orbital_gap_ev=7.77 homo_ha=-0.1390
O 2.538 0.251 1.337 -0.843 -0.668 0.217
H 1.643 0.537 1.629 0.871 -0.383 -0.511
H 2.412 -0.673 1.023 -0.059 1.062 0.234
O -1.270 -1.209 -1.238 -1.027 0.654 0.721
O -1.439 0.979 -1.724 -0.997 -0.648 1.021
C -1.697 -0.037 -1.006 2.445 0.075 -1.625
H -2.188 0.152 -0.021 -0.390 -0.092 -0.056